Density functional theory data (ωB97M-V/def2-TZVPD) for a cluster of 6 separate species, C34H67N2O13 in total at a distorted geometry.

* molecular weight: 711.911 g/mol
* net charge: +1
* HOMO: -11.1 eV
* HOMO-LUMO gap: 6.915 eV

Each line ends with the Löwdin charge.
Cartesian coordinates (Å):
O  2.235  -5.195  0.468  0.0613
O  3.249  2.896  4.526  -0.0317
O  -2.222  -2.685  -2.841  -0.0172
O  -1.227  -0.467  1.939  -0.1664
O  2.366  -4.456  -1.643  -0.0122
O  2.977  -4.533  -5.400  0.0633
O  3.216  0.879  -3.560  0.0779
O  0.906  2.286  5.183  -0.1348
O  -3.948  3.505  3.427  0.0170
O  -1.909  -2.097  -4.980  0.0817
O  -3.659  4.772  1.601  -0.0088
O  2.175  2.718  -2.813  -0.0212
O  4.048  -6.368  -6.112  -0.0002
N  -1.510  1.184  6.668  0.0349
N  -1.254  0.142  5.815  -0.1513
C  3.419  -3.159  0.157  0.0043
C  -3.999  1.817  6.429  -0.0420
C  2.111  3.176  5.221  -0.2363
C  2.112  4.137  -2.578  -0.2312
C  3.994  2.941  -4.448  0.0070
C  1.357  4.835  -3.693  -0.0636
C  -1.732  -4.568  -1.376  -0.0564
C  -2.369  2.127  6.215  -0.1694
C  4.007  -3.419  -3.114  -0.0716
C  4.101  -7.777  -6.404  -0.2258
C  1.344  0.897  5.304  -0.1476
C  2.161  4.612  6.059  -0.0210
C  -2.518  -4.363  -4.609  0.0095
C  1.593  -6.335  -6.092  0.0164
C  2.607  -4.327  -0.319  -0.5123
C  0.217  -0.239  5.522  -0.1483
C  -4.057  5.833  0.714  -0.2196
C  -2.764  -3.550  -1.826  -0.2308
C  -2.287  0.482  1.461  -0.1773
C  -5.083  5.592  3.427  0.0172
C  -0.329  2.935  0.590  -0.1331
C  2.917  -5.689  -5.813  -0.4745
C  3.839  -8.033  -7.876  -0.0662
C  -1.916  0.783  -0.121  -0.1573
C  -3.320  7.118  1.044  -0.0606
C  -2.224  -2.961  -4.164  -0.5032
C  0.257  -1.073  4.073  -0.0441
C  3.125  2.106  -3.555  -0.5027
C  -2.018  3.574  5.525  -0.0295
C  -4.216  4.534  2.810  -0.4889
C  -0.499  1.584  -0.331  -0.2289
C  -1.943  -0.060  4.496  -0.0428
C  2.573  -3.415  -2.615  -0.2221
C  -0.793  -0.040  3.278  -0.2239
H  -3.225  -4.886  -3.966  0.0721
H  -4.654  2.316  5.567  0.0922
H  1.804  5.452  5.289  0.1070
H  3.279  4.923  6.340  0.1151
H  1.863  4.719  -4.655  0.0705
H  -4.282  2.208  7.494  0.1057
H  -0.918  3.842  0.129  0.0779
H  0.510  -0.921  6.453  0.1795
H  -1.423  3.385  4.533  0.0968
H  -1.288  4.170  6.256  0.1118
H  -5.646  6.174  2.699  0.0795
H  -2.983  -4.321  -5.600  0.0968
H  -4.466  6.253  4.039  0.1007
H  3.098  -2.906  1.172  0.0805
H  3.529  3.023  -5.432  0.1002
H  1.949  0.649  4.304  0.1454
H  -3.697  -4.014  -2.159  0.1131
H  -5.826  5.102  4.063  0.0988
H  -0.462  1.935  -1.472  0.1222
H  4.143  -2.667  -3.896  0.0893
H  -3.025  -2.907  -0.979  0.1135
H  4.475  -3.436  0.174  0.0986
H  4.546  -7.470  -8.493  0.0859
H  3.279  -2.258  -0.438  0.0719
H  3.941  -9.098  -8.104  0.0837
H  2.836  -7.710  -8.167  0.0675
H  -3.300  -0.091  1.573  0.1336
H  4.202  3.933  -4.050  0.0712
H  1.566  4.270  -1.638  0.1044
H  -1.435  -5.227  -2.196  0.0716
H  1.600  -7.417  -5.967  0.0741
H  -4.174  0.639  6.449  0.0957
H  -0.629  2.776  1.727  0.0528
H  3.430  -8.341  -5.751  0.1144
H  3.109  4.555  -2.417  0.1154
H  -0.826  -4.064  -1.029  0.0792
H  -0.156  -2.135  4.357  0.1323
H  0.417  0.884  -0.106  0.1171
H  0.827  3.190  0.594  0.0797
H  -2.238  6.955  1.013  0.0838
H  -3.011  0.326  4.263  0.1466
H  2.266  -2.441  -2.223  0.1142
H  0.863  -5.952  -5.371  0.0816
H  1.484  4.611  7.013  0.0846
H  2.156  0.764  6.170  0.1621
H  -1.585  -4.925  -4.675  0.0850
H  1.258  5.903  -3.479  0.0824
H  1.292  -1.296  3.585  0.1394
H  -2.333  1.464  2.096  0.1057
H  -2.129  -5.183  -0.563  0.0845
H  1.902  -3.636  -3.453  0.1089
H  -2.984  4.201  5.250  0.0822
H  -1.578  -0.713  6.369  0.1947
H  -0.301  1.015  3.048  0.1574
H  4.266  -4.401  -3.519  0.0707
H  4.964  2.445  -4.548  0.0968
H  5.117  -8.105  -6.159  0.1252
H  1.269  -6.077  -7.102  0.1017
H  -2.835  1.324  -0.615  0.1214
H  -1.807  -0.258  -0.681  0.1210
H  4.713  -3.211  -2.306  0.0681
H  0.358  4.404  -3.805  0.0834
H  -2.141  -1.240  4.530  0.1627
H  -3.580  7.904  0.330  0.0888
H  -3.559  7.470  2.050  0.0689
H  -3.781  5.511  -0.296  0.1270
H  -5.144  5.959  0.711  0.1180